This record from the OMol25 dataset describes a structure of composition C30H68N12ReS. The level of theory is ωB97M-V with the def2-TZVPD basis set.

CARTESIAN COORDINATES (ANGSTROEM)
Re  0.163324  -0.328456  -0.069963
C  2.558749  4.021987  -2.594373
N  2.475817  2.897364  -1.641486
C  3.692071  2.705417  -0.842820
C  1.432295  2.069155  -1.628353
N  1.046522  1.484806  -0.430760
C  1.292736  2.350124  0.761788
C  0.303727  1.978277  1.829847
N  0.278760  0.499025  1.985257
C  1.522322  -0.041904  2.618047
C  2.492087  -0.509933  1.555779
N  1.756098  -1.324357  0.547113
C  2.377161  -2.509811  0.164286
N  3.709327  -2.564227  0.115948
C  4.537153  -1.464108  -0.389828
C  4.478538  -3.770638  0.469078
N  1.652418  -3.581534  -0.145026
C  2.156108  -4.656847  -1.008897
C  0.371445  -3.897130  0.470271
C  -0.923877  0.124718  2.789593
C  -1.447931  -1.176234  2.240735
N  -1.518891  -1.037445  0.762117
C  -2.800190  -1.182452  0.229804
N  -3.251957  -0.284744  -0.651090
C  -2.964198  1.142888  -0.548841
C  -4.205055  -0.640360  -1.710653
N  -3.586826  -2.171025  0.632432
C  -3.090286  -3.459782  1.112968
C  -5.054270  -2.048962  0.689329
N  0.715485  1.882691  -2.757749
C  1.401403  1.610396  -4.026443
C  -0.688440  2.293082  -2.824859
H  3.246336  4.750228  -2.171046
H  2.938935  3.735399  -3.571204
H  1.582087  4.488129  -2.700283
H  4.548315  2.868084  -1.495719
H  3.751180  3.416757  -0.019801
H  3.736303  1.685688  -0.467801
H  2.308431  2.251839  1.138644
H  1.157593  3.395971  0.484167
H  0.531633  2.460083  2.783735
H  -0.695555  2.291909  1.527179
H  1.978933  0.713506  3.261052
H  1.241497  -0.883558  3.250928
H  2.953586  0.334071  1.050450
H  3.292625  -1.085752  2.019646
H  3.940652  -0.573598  -0.561255
H  5.341820  -1.247015  0.311319
H  4.983641  -1.771150  -1.337811
H  3.848437  -4.484205  0.990012
H  4.929343  -4.231582  -0.409095
H  5.275985  -3.461765  1.143975
H  2.989633  -4.306776  -1.611543
H  2.465830  -5.527229  -0.431192
H  1.339803  -4.953682  -1.666445
H  0.108723  -3.122806  1.182002
H  -0.396799  -3.970469  -0.299462
H  0.451398  -4.852753  0.990642
H  -0.672040  0.055384  3.848679
H  -1.673495  0.906399  2.675939
H  -0.782628  -1.996109  2.518811
H  -2.426585  -1.399715  2.661460
H  -3.719529  1.644997  0.060182
H  -1.986945  1.333205  -0.101032
H  -2.984977  1.578861  -1.542026
H  -4.259611  -1.719380  -1.813903
H  -5.199131  -0.236733  -1.520829
H  -3.830425  -0.219862  -2.643929
H  -2.014166  -3.504174  1.020510
H  -3.382901  -3.617266  2.151217
H  -3.533356  -4.251866  0.508947
H  -5.354830  -1.011554  0.588693
H  -5.534478  -2.655979  -0.076834
H  -5.373631  -2.409882  1.666153
H  2.373461  2.082926  -4.100901
H  1.553776  0.536744  -4.138628
H  0.789319  1.963988  -4.852815
H  -0.953181  2.874492  -1.943233
H  -0.820923  2.933997  -3.696368
H  -1.355969  1.437992  -2.924853
C  -1.297601  -3.048877  -7.685623
C  -1.626539  -3.623106  -6.311316
C  -2.208320  -2.597160  -5.336355
C  -1.324484  -1.373777  -5.131724
N  0.022096  -1.747648  -4.657443
C  0.505263  -1.702928  -3.437015
S  -0.560051  -1.158532  -2.131601
N  1.758333  -2.061785  -3.195728
C  2.708881  -2.483082  -4.241177
C  2.504585  -3.914631  -4.732224
C  3.334457  -4.208567  -5.983871
C  2.852750  -3.438287  -7.209626
H  -1.043723  -3.843276  -8.385132
H  -0.446992  -2.359659  -7.667841
H  -2.149404  -2.508701  -8.101887
H  -0.736617  -4.091815  -5.873069
H  -2.349029  -4.432413  -6.417798
H  -2.402410  -3.066403  -4.366308
H  -3.167772  -2.236827  -5.716171
H  -1.757338  -0.676404  -4.417566
H  -1.176453  -0.839978  -6.070149
H  0.603065  -2.190282  -5.361844
H  2.034155  -2.068706  -2.229002
H  3.712451  -2.361386  -3.832281
H  2.628120  -1.765965  -5.062191
H  1.447515  -4.093003  -4.962047
H  2.762815  -4.608200  -3.929722
H  3.277034  -5.278756  -6.182354
H  4.388709  -3.993976  -5.788538
H  1.777682  -3.578981  -7.362434
H  3.348174  -3.795831  -8.110232
H  3.060026  -2.367224  -7.147964

Atomic forces in eV per Å
Re 0.3 0.0 0.1
C -0.1 0.1 0.1
N 0.2 -0.3 -0.3
C 0.0 0.0 0.0
C -0.1 0.1 0.1
N -0.4 0.1 -0.1
C 0.0 0.0 0.0
C 0.1 0.0 0.0
N 0.0 0.1 -0.1
C -0.1 0.0 0.0
C 0.0 -0.1 0.0
N -0.1 0.1 0.1
C -0.1 0.0 -0.1
N 0.1 0.0 -0.2
C 0.0 -0.1 0.0
C 0.0 0.0 0.0
N 0.1 -0.1 0.1
C 0.0 0.0 0.0
C -0.1 0.1 0.0
C 0.0 0.0 0.0
C 0.0 0.0 0.0
N 0.0 0.2 -0.1
C -0.1 -0.2 0.1
N 0.1 0.0 -0.1
C 0.0 0.0 0.1
C 0.0 0.0 0.0
N 0.0 0.0 -0.1
C 0.0 0.0 0.0
C 0.0 0.0 0.0
N 0.2 0.4 0.1
C -0.1 -0.1 0.0
C -0.1 -0.2 0.0
H -0.1 0.0 0.0
H 0.1 0.0 0.0
H 0.0 0.0 -0.1
H 0.0 0.0 0.0
H 0.0 0.0 0.0
H 0.0 0.0 0.0
H 0.0 0.0 0.0
H 0.0 0.0 0.0
H 0.0 0.0 0.0
H 0.0 0.0 0.0
H 0.0 0.0 0.0
H 0.0 0.0 0.0
H 0.1 0.0 0.1
H -0.1 -0.1 0.0
H 0.0 0.0 0.0
H 0.0 0.1 0.0
H 0.1 0.0 0.0
H 0.0 0.0 0.0
H 0.0 0.0 0.0
H 0.0 0.0 0.0
H 0.0 0.0 0.0
H 0.0 0.0 0.0
H 0.0 0.0 0.0
H 0.0 -0.1 0.0
H 0.0 0.0 0.0
H 0.0 0.0 0.0
H 0.0 0.0 0.0
H 0.0 0.0 0.0
H 0.0 -0.1 0.0
H 0.0 0.0 0.0
H 0.0 0.0 0.0
H 0.0 0.0 0.0
H 0.0 0.0 0.0
H 0.0 0.0 0.0
H 0.0 0.0 0.0
H 0.0 0.0 0.0
H 0.0 0.0 0.0
H 0.0 0.0 0.0
H 0.0 0.0 0.0
H 0.0 0.0 0.0
H 0.0 0.0 0.0
H 0.0 0.0 0.0
H 0.0 0.0 0.0
H -0.1 0.0 0.0
H 0.0 0.0 0.0
H 0.0 -0.1 0.0
H 0.0 0.0 0.0
H 0.0 0.0 0.0
C 0.0 0.0 0.0
C 0.0 0.0 0.0
C 0.0 0.0 0.0
C 0.0 0.0 0.0
N 0.0 0.0 0.0
C 0.0 0.1 0.0
S -0.1 -0.2 0.2
N 0.0 0.0 0.0
C 0.0 0.0 0.0
C 0.0 0.0 0.0
C 0.0 0.0 0.0
C 0.0 0.0 0.0
H 0.0 0.0 0.0
H 0.0 0.0 0.0
H 0.0 0.0 0.0
H 0.0 0.0 0.0
H 0.0 0.0 0.0
H 0.0 0.0 0.0
H 0.0 0.0 0.0
H 0.0 0.0 0.0
H 0.0 0.0 0.0
H 0.0 0.0 0.0
H 0.0 0.0 0.0
H 0.0 0.0 0.0
H 0.0 0.0 0.0
H 0.0 0.0 0.0
H 0.0 0.0 0.0
H 0.0 0.0 0.0
H 0.0 0.0 0.0
H 0.0 0.0 0.0
H 0.0 0.0 0.0
H 0.0 0.0 0.0

Values from the calculation:
gap between HOMO and LUMO (alpha / beta) = 7.6 / 7.2 eV
energy = -2316.12665 a.u.
2S+1 = 2
maximum force = 0.504 eV/Å
total charge = +4
relative energy (zero: lowest compared OMol25 entry of this formula, charge and spin) = 0.000 eV